Molecular formula: C34H35F16O30P
Method: DFT, ωB97M-V with the def2-TZVPD basis set

```
116
Properties=species:S:1:pos:R:3:forces:R:3
C 1.481303 1.143139 5.120855 0.3 -0.2 0.0
C 1.934123 2.028547 3.943677 0.2 -0.3 0.0
P 2.488725 3.699721 4.419011 -0.2 0.3 -0.1
C 2.247350 4.532018 2.818344 0.2 -0.1 -0.2
O 1.086436 4.285737 5.243963 -0.4 -0.4 0.1
C -0.135855 3.955972 4.876322 -0.3 0.3 -0.5
O -0.626451 3.948830 3.779340 0.4 -0.1 0.7
O -0.835434 3.671475 6.039384 -0.3 -0.2 0.0
C -2.184031 3.360584 5.984129 0.2 0.1 0.0
F -2.648954 3.506904 7.232334 0.1 0.1 -0.2
F -2.845916 4.217042 5.186262 0.0 -0.2 0.2
C -2.440047 1.872277 5.578002 -0.1 0.0 0.2
F -1.982925 1.108892 6.590667 -0.1 0.1 -0.3
F -1.762818 1.557868 4.459249 0.0 0.1 0.1
C -3.931932 1.504064 5.313066 0.3 0.3 -0.4
F -4.408159 2.290105 4.323641 0.0 -0.3 0.3
F -3.983768 0.241463 4.897541 -0.1 0.0 0.1
F -4.684302 1.653731 6.387921 0.0 0.0 0.0
H 1.220218 1.716457 6.012120 -0.1 0.0 -0.1
H 0.628968 0.527820 4.832987 0.0 0.1 0.1
H 2.279514 0.458814 5.414521 -0.1 0.1 0.0
H 1.200984 2.049670 3.133637 -0.1 0.1 0.1
H 2.852683 1.610153 3.511486 -0.1 0.0 -0.1
H 2.113376 5.603235 2.970961 0.1 0.0 0.0
H 1.395550 4.132982 2.268683 0.0 0.1 0.1
H 3.157002 4.353537 2.237593 0.0 0.2 0.0
C -2.591782 2.498771 1.536181 0.0 0.1 -0.1
C -3.597301 2.191073 0.444283 0.1 -0.1 0.0
O -2.777637 1.626065 -0.565300 -0.1 -0.1 -0.1
C -1.692330 1.070509 0.032588 -0.2 0.0 0.0
O -0.965970 0.294451 -0.494378 0.3 0.2 0.0
O -1.592255 1.494207 1.305925 0.1 0.0 0.1
F -4.204967 3.299552 -0.036849 0.1 0.0 -0.1
H -2.158515 3.488224 1.389805 0.0 0.0 0.0
H -2.982156 2.410868 2.539565 0.0 -0.1 0.0
H -4.365173 1.463203 0.712878 -0.1 0.1 0.0
C 0.325244 -1.713839 -2.718168 -0.1 0.1 0.0
C 1.621372 -2.380749 -2.311418 -0.3 -0.1 -0.3
O 2.282778 -2.553592 -3.559463 0.2 0.2 0.1
C 1.808916 -1.631447 -4.431759 -0.2 -0.1 0.1
O 2.290166 -1.374403 -5.486018 0.1 0.0 -0.1
O 0.700846 -1.045715 -3.933061 0.0 0.0 0.0
F 1.375526 -3.598471 -1.778145 0.2 -0.1 0.1
H -0.422901 -2.476743 -2.935617 0.0 0.0 0.1
H -0.074554 -1.001153 -2.005855 0.0 0.1 0.0
H 2.260103 -1.799439 -1.646131 0.0 -0.2 0.1
C -1.572161 1.986803 -4.875017 0.0 0.0 0.0
C -1.015823 0.912289 -5.788594 0.0 0.1 0.0
O -0.932491 1.585035 -7.029124 0.2 -0.1 0.0
C -0.798869 2.920368 -6.787339 -0.1 -0.1 0.1
O -0.486625 3.728440 -7.590665 0.0 0.0 0.0
O -1.069394 3.177702 -5.483785 0.0 0.0 0.1
F -1.853437 -0.151467 -5.907803 -0.1 0.0 0.0
H -2.662801 1.989629 -4.912156 0.0 -0.1 0.0
H -1.233236 1.911872 -3.845814 0.1 0.1 0.0
H -0.030882 0.546967 -5.507682 0.0 -0.1 0.0
C 0.805794 -6.182476 0.669967 -0.1 -0.1 -0.1
C -0.249459 -5.325931 1.344247 0.1 0.1 -0.1
O 0.537356 -4.434176 2.124838 -0.1 0.2 -0.1
C 1.755399 -4.323618 1.540821 0.0 -0.2 0.0
O 2.567917 -3.497415 1.807896 0.0 0.1 0.1
O 1.915243 -5.276794 0.608628 0.1 -0.1 0.0
F -1.059004 -6.035342 2.162781 0.1 -0.1 0.1
H 1.067732 -7.035839 1.296658 0.0 0.0 0.1
H 0.533019 -6.510862 -0.328134 0.1 0.2 0.1
H -0.865932 -4.744219 0.657822 -0.1 -0.1 0.0
C -0.929484 7.072721 6.252141 0.0 0.0 0.0
C -1.889793 7.764459 7.200545 0.1 0.0 0.0
O -1.217326 8.973628 7.480082 -0.1 0.1 -0.1
C -0.387912 9.262540 6.434800 0.0 -0.1 0.1
O 0.144169 10.301900 6.258818 0.0 0.0 0.0
O -0.281946 8.180128 5.625191 0.0 0.0 -0.1
F -2.077159 7.071606 8.348400 0.1 0.0 0.0
H -0.196908 6.485614 6.809004 0.0 0.0 0.1
H -1.423489 6.454088 5.508230 0.0 0.1 -0.1
H -2.867682 7.992371 6.772555 -0.1 -0.1 0.1
C -2.001102 -5.662788 -4.973883 0.0 0.0 0.0
C -2.385057 -4.318914 -4.381142 0.0 -0.1 0.0
O -2.324849 -4.578732 -2.993362 0.2 0.1 0.2
C -1.454483 -5.601313 -2.779356 -0.2 0.1 -0.4
O -1.012998 -5.903026 -1.721122 -0.1 0.0 0.0
O -1.159172 -6.205815 -3.950510 0.0 -0.1 0.1
F -3.640198 -3.935819 -4.711168 0.0 -0.1 0.1
H -2.886126 -6.289503 -5.090728 0.0 0.0 0.0
H -1.458366 -5.598841 -5.911521 0.1 0.0 0.1
H -1.702096 -3.502861 -4.626642 -0.1 0.1 0.0
C 5.621178 -3.199069 1.777808 0.0 0.0 0.0
C 5.969014 -1.771768 2.147051 0.0 0.0 0.0
O 7.242837 -1.907428 2.739970 0.1 0.1 -0.1
C 7.835167 -3.032217 2.239151 -0.2 0.0 0.0
O 8.978471 -3.305094 2.365838 0.0 0.0 0.0
O 6.920488 -3.768210 1.570283 0.0 -0.1 0.0
F 5.110329 -1.237777 3.050537 0.0 0.0 0.1
H 5.127818 -3.696440 2.611725 0.0 0.0 0.0
H 5.012516 -3.299495 0.887114 0.1 0.0 -0.1
H 6.045485 -1.085746 1.301263 -0.1 0.1 0.0
C -6.143721 -2.633703 -1.193051 0.0 0.0 0.0
C -6.096578 -1.118385 -1.256906 0.1 -0.1 0.0
O -4.728646 -0.850201 -1.019083 0.0 0.1 -0.2
C -3.999556 -1.941798 -1.400396 -0.1 0.0 0.2
O -2.823449 -1.949021 -1.523516 0.0 0.0 0.0
O -4.822948 -2.989525 -1.610688 0.0 -0.1 0.0
F -6.839106 -0.527921 -0.290715 0.0 0.0 0.1
H -6.301870 -2.962208 -0.164870 0.0 0.0 0.0
H -6.880028 -3.085585 -1.849880 0.1 0.0 -0.1
H -6.379052 -0.692006 -2.220621 -0.1 0.0 0.0
C 4.117564 -1.493965 -8.285423 0.0 0.0 0.0
C 5.425360 -2.147758 -7.884945 0.0 0.1 -0.1
O 6.050657 -2.367357 -9.133816 0.2 0.1 0.1
C 5.564434 -1.458379 -10.027795 -0.1 -0.1 0.1
O 6.035312 -1.237512 -11.089746 0.0 0.0 0.0
O 4.476209 -0.845084 -9.509860 -0.1 0.0 0.0
F 5.250754 -3.334362 -7.256589 -0.1 -0.1 -0.1
H 3.361398 -2.254997 -8.481628 0.0 0.0 0.0
H 3.738762 -0.777252 -7.564933 0.0 0.1 -0.1
H 6.075785 -1.524607 -7.268942 0.0 -0.1 0.1
```
Forces are in eV/Å.

Calculated values
Frontier orbital gap   0.3628 Ha
Electronic energy   -150022.009 eV
Highest occupied orbital energy   -9.988 eV
Lowest unoccupied orbital energy   -0.12 eV
SMILES   CCP(C)OC(=O)OC(F)(F)C(F)(F)C(F)(F)F.O=C1OC[C@@H](F)O1.O=C1OC[C@@H](F)O1.O=C1OC[C@@H](F)O1.O=C1OC[C@@H](F)O1.O=C1OC[C@@H](F)O1.O=C1OC[C@@H](F)O1.O=C1OC[C@@H](F)O1.O=C1OC[C@@H](F)O1.O=C1OC[C@@H](F)O1